Here is 9 unconnected molecules or ions with the total composition C20H58N2O12 at a distorted geometry from OMol25. Energies are from wB97M-V/def2-TZVPD.

Its spin multiplicity is 1. For the energy above the lowest of the compared OMol25 structures with the same formula, charge and spin, the calculation gives 3.962 eV. The charge is 0.

CARTESIAN COORDINATES (ANGSTROEM)
C -3.104 9.259 2.714
O -3.397 7.956 3.257
C -2.784 6.982 2.650
C -3.131 5.625 3.414
N -2.594 4.448 2.742
H -2.991 4.549 1.891
H -1.751 4.276 2.569
C -2.846 3.216 3.491
C -2.500 2.010 2.609
O -2.754 0.853 3.474
C -2.202 -0.436 2.904
H -2.028 9.464 2.911
H -3.496 9.880 3.491
H -3.607 9.286 1.668
H -1.826 7.307 2.597
H -3.194 6.791 1.594
H -4.216 5.714 3.451
H -2.883 5.627 4.451
H -3.962 3.078 3.814
H -2.245 3.182 4.444
H -1.459 2.219 2.332
H -2.997 1.967 1.548
H -1.203 -0.401 2.810
H -2.645 -0.640 1.910
H -2.597 -1.151 3.418
N 0.574 -1.006 -0.706
O 1.827 -1.086 -0.690
O -0.060 -1.741 -1.513
O -0.078 -0.372 0.190
C -3.782 -5.061 -1.922
C -2.704 -4.453 -1.196
O -2.551 -3.150 -1.670
H -3.695 -5.324 -2.863
H -4.638 -4.438 -1.970
H -3.936 -5.898 -1.453
H -1.899 -4.901 -1.142
H -3.012 -4.159 -0.144
H -1.812 -2.526 -1.474
C -0.138 1.517 -4.667
C -1.162 1.107 -3.587
O -2.408 0.886 -4.111
H 0.691 1.838 -4.111
H -0.559 2.284 -5.433
H 0.145 0.576 -5.213
H -1.444 1.933 -3.075
H -0.789 0.271 -2.967
H -2.663 -0.176 -3.975
C 3.584 -1.179 3.684
C 3.101 -0.285 2.523
O 3.789 -0.473 1.297
H 3.577 -2.181 3.480
H 2.917 -0.887 4.465
H 4.512 -0.905 3.929
H 2.991 0.778 2.684
H 2.049 -0.547 2.502
H 3.135 -0.667 0.578
C 4.812 -4.508 -2.196
C 3.799 -3.530 -1.625
O 3.928 -2.251 -2.009
H 4.898 -5.563 -1.863
H 5.887 -4.214 -1.995
H 4.878 -4.741 -3.197
H 3.897 -3.294 -0.476
H 2.756 -3.938 -1.619
H 3.219 -1.933 -1.412
C 2.133 3.968 0.313
C 1.807 2.461 0.208
O 0.902 2.120 1.203
H 3.102 4.185 -0.188
H 2.199 4.313 1.239
H 1.264 4.424 -0.142
H 2.611 1.842 0.306
H 1.341 2.403 -0.926
H 0.466 1.121 1.055
C 0.679 -5.181 1.790
C 0.840 -3.778 1.068
O -0.240 -3.075 1.324
H 1.545 -5.974 1.374
H -0.429 -5.665 1.527
H 0.958 -4.990 2.872
H 0.866 -3.955 -0.017
H 1.827 -3.341 1.447
H -0.379 -2.183 0.865
C 1.943 -3.252 -5.534
C 1.346 -2.498 -4.400
O 0.542 -3.354 -3.674
H 1.301 -3.429 -6.515
H 2.450 -4.119 -5.083
H 2.555 -2.574 -5.833
H 0.852 -1.558 -4.768
H 2.197 -1.770 -3.774
H 0.096 -3.024 -2.937

Here is a single C2H3N3O molecule at a distorted geometry from OMol25. Energies are from wB97M-V/def2-TZVPD.

Its spin multiplicity is 1. For the energy above the lowest of the compared OMol25 structures with the same formula, charge and spin, the calculation gives 3.171 eV. As for the SMILES: Nc1cnno1. The charge is 0.

CARTESIAN COORDINATES (ANGSTROEM)
N -1.566 0.246 -0.130
C -0.216 -0.013 -0.072
C 0.712 -1.004 -0.121
N 1.942 -0.270 -0.237
N 1.851 0.936 -0.304
O 0.403 1.286 -0.262
H -1.820 1.193 0.324
H -2.068 -0.260 0.748
H 0.761 -2.113 0.054

Here is 2 unconnected molecules or ions with the total composition C3H4N2O2 at a distorted geometry from OMol25. Energies are from wB97M-V/def2-TZVPD.

Its spin multiplicity is 1. For the energy above the lowest of the compared OMol25 structures with the same formula, charge and spin, the calculation gives 3.717 eV. As for the SMILES: NC1=CN1.O=C=O. The charge is 0.

CARTESIAN COORDINATES (ANGSTROEM)
N -1.917 -0.552 -0.380
C -0.968 0.083 0.344
C -0.357 0.987 1.013
N 0.315 -0.367 0.861
H -1.518 -1.351 -0.847
H -2.527 0.007 -0.963
H -0.045 1.987 1.187
H 0.188 -0.917 1.715
O 1.811 1.104 -1.107
C 2.258 0.033 -0.967
O 2.759 -1.015 -0.856

Here is a molecular structure, C4H9N3S at a distorted geometry from OMol25. Energies are from wB97M-V/def2-TZVPD.

Its spin multiplicity is 1. For the energy above the lowest of the compared OMol25 structures with the same formula, charge and spin, the calculation gives 6.937 eV. The charge is 0.

CARTESIAN COORDINATES (ANGSTROEM)
C -0.062 -0.903 1.293
C 0.471 0.563 -0.447
C -0.482 1.704 -0.667
C -1.687 1.664 0.057
H 1.045 -0.809 1.715
H -0.678 -0.153 1.895
H -0.605 -1.904 1.561
H -0.502 -2.805 -0.890
H -0.486 2.572 -1.417
H -1.929 0.937 1.267
H -2.591 2.319 -0.349
H 3.092 -0.507 -1.134
H 1.616 -1.146 -0.821
N -0.017 -0.723 -0.052
N 1.665 0.918 -0.555
N 2.347 -0.368 -0.409
S -1.198 -1.358 -1.048

Here is 9 unconnected molecules or ions with the total composition C20H61N3O9 at a distorted geometry from OMol25. Energies are from wB97M-V/def2-TZVPD.

Its spin multiplicity is 1. For the energy above the lowest of the compared OMol25 structures with the same formula, charge and spin, the calculation gives 2.175 eV. As for the SMILES: COC[C@H](C)N.COC[C@H](C)N.COC[C@H](C)N.CC(C)O.CO.CO.CO.CO.CO. The charge is 0.

CARTESIAN COORDINATES (ANGSTROEM)
C -0.515 -4.557 1.288
O -0.492 -5.976 1.285
C -0.470 -6.578 2.558
C -0.624 -8.129 2.306
C -0.423 -8.902 3.583
N 0.231 -8.587 1.198
H -1.245 -4.150 1.991
H -0.833 -4.246 0.294
H 0.498 -4.187 1.458
H 0.444 -6.389 3.131
H -1.368 -6.289 3.116
H -1.670 -8.258 2.010
H -1.155 -8.585 4.332
H 0.552 -8.828 4.067
H -0.659 -9.944 3.356
H 1.193 -8.448 1.501
H 0.016 -7.870 0.509
C 1.820 0.346 -7.233
O 0.712 -0.114 -6.504
C 0.105 0.866 -5.687
C 0.937 1.134 -4.409
C 0.824 -0.059 -3.463
N 0.463 2.323 -3.677
H 1.571 1.144 -7.938
H 2.177 -0.493 -7.837
H 2.702 0.594 -6.634
H -0.067 1.809 -6.230
H -0.913 0.500 -5.530
H 1.968 1.399 -4.651
H -0.173 -0.346 -3.130
H 1.393 0.068 -2.540
H 1.293 -0.929 -3.930
H 0.525 3.151 -4.258
H -0.495 2.120 -3.406
C -3.641 2.931 1.858
O -2.556 3.818 1.756
C -2.826 5.094 1.224
C -1.508 5.834 1.065
C -0.780 6.043 2.422
N -1.655 7.088 0.348
H -4.299 3.026 0.988
H -4.263 3.296 2.690
H -3.319 1.931 2.114
H -3.242 4.942 0.220
H -3.586 5.621 1.813
H -0.845 5.179 0.496
H -1.493 6.365 3.186
H 0.023 6.781 2.407
H -0.310 5.125 2.782
H -0.784 7.593 0.296
H -2.343 7.665 0.818
C -0.015 0.790 1.904
C 0.607 -0.460 1.310
C -0.383 -1.128 0.381
O 1.694 -0.013 0.500
H -0.861 0.627 2.583
H -0.416 1.433 1.116
H 0.674 1.401 2.491
H 0.962 -1.158 2.072
H -1.207 -1.474 1.022
H 0.034 -1.984 -0.146
H -0.916 -0.429 -0.264
H 1.332 0.680 -0.100
C 5.135 1.204 1.138
O 4.670 0.630 -0.072
H 6.108 0.790 1.418
H 5.288 2.281 1.034
H 4.469 1.039 1.987
H 3.845 0.184 0.158
C -4.698 -0.484 -0.411
O -3.724 0.302 0.275
H -5.679 -0.337 0.049
H -4.797 -0.263 -1.471
H -4.379 -1.522 -0.277
H -3.949 0.444 1.191
C 4.068 -2.704 3.726
O 5.135 -3.552 3.364
H 3.395 -2.432 2.909
H 3.475 -3.026 4.585
H 4.458 -1.726 4.035
H 5.109 -4.318 3.939
C -2.281 2.865 -2.018
O -2.290 1.445 -2.059
H -2.400 3.339 -2.992
H -3.019 3.209 -1.292
H -1.303 3.190 -1.640
H -2.733 1.158 -1.251
C 2.479 3.244 -0.939
O 1.586 2.150 -1.049
H 3.164 3.254 -1.790
H 2.042 4.231 -0.760
H 3.104 3.041 -0.063
H 1.321 2.156 -2.001

Here is 2 unconnected molecules or ions with the total composition C3H5NO3 at a distorted geometry from OMol25. Energies are from wB97M-V/def2-TZVPD.

Its spin multiplicity is 1. For the energy above the lowest of the compared OMol25 structures with the same formula, charge and spin, the calculation gives 2.567 eV. As for the SMILES: O=C(O)O.C=C=N. The charge is 0.

CARTESIAN COORDINATES (ANGSTROEM)
O 1.875 -0.812 -0.055
C 2.139 0.334 -0.262
O 3.203 0.855 -0.946
O 1.418 1.357 0.210
H 3.397 1.746 -0.562
H 0.482 1.203 0.519
C -1.495 -1.183 -0.415
C -2.306 -0.453 0.312
N -3.038 0.292 0.869
H -1.835 -1.797 -1.254
H -0.541 -1.445 -0.107
H -3.299 -0.099 1.691

Here is a molecular structure, C5H10O at a distorted geometry from OMol25. Energies are from wB97M-V/def2-TZVPD.

Its spin multiplicity is 1. For the energy above the lowest of the compared OMol25 structures with the same formula, charge and spin, the calculation gives 6.723 eV. The charge is 0.

CARTESIAN COORDINATES (ANGSTROEM)
C -0.926 -1.466 0.065
C 0.181 -0.610 -0.479
C 0.287 0.905 -0.399
C -0.852 1.502 0.177
C 1.174 -0.146 0.484
H -1.332 -1.909 -1.072
H -0.590 -2.476 0.583
H -1.596 -0.824 0.766
H 0.669 -1.509 -1.213
H 0.783 1.384 -1.315
H -1.323 2.068 -0.983
H -1.838 0.763 0.547
H -0.793 2.380 0.990
H 0.798 -0.684 1.625
H 2.863 0.666 0.270
O 2.495 -0.042 -0.046

Here is 2 unconnected molecules or ions with the total composition C25H32BrFN5O3S at a distorted geometry from OMol25. Energies are from wB97M-V/def2-TZVPD.

Its spin multiplicity is 1. For the energy above the lowest of the compared OMol25 structures with the same formula, charge and spin, the calculation gives 3.133 eV. The charge is -1.

CARTESIAN COORDINATES (ANGSTROEM)
C -0.627 -2.385 6.480
C -2.151 -2.294 6.028
C -2.237 -2.914 4.565
C -3.529 -2.405 3.755
C -2.992 -1.654 2.481
C -2.389 -2.453 1.431
C -1.793 -1.878 0.173
N -1.244 -2.789 -0.729
C -0.733 -2.102 -1.778
C -0.021 -2.980 -2.885
C 1.523 -3.179 -2.613
C 1.838 -3.299 -1.054
O 2.310 -2.121 -3.169
C -0.764 -0.604 -1.993
C -0.116 0.046 -3.247
C -0.753 1.434 -3.659
C 0.346 2.600 -3.797
C 0.035 3.842 -2.875
C 0.108 3.445 -1.329
C 0.626 4.647 -0.437
C 2.195 4.681 -0.193
S 3.227 3.975 -1.549
C 3.941 2.405 -1.013
N 4.052 1.826 0.203
N 4.713 0.656 -0.059
C 4.942 0.540 -1.385
O 4.455 1.672 -2.045
N -1.323 0.237 -1.082
C -1.841 -0.419 0.030
C -2.495 0.392 1.095
O -2.563 1.806 0.900
C -1.416 2.355 1.409
N -0.632 2.764 2.147
C -3.075 -0.154 2.309
Br -3.906 0.918 3.699
H -0.119 -3.217 5.912
H -0.144 -1.395 6.238
H -0.536 -2.637 7.574
H -2.433 -1.206 6.004
H -2.861 -2.829 6.712
H -2.162 -4.038 4.565
H -1.319 -2.537 4.023
H -4.198 -1.768 4.390
H -4.046 -3.328 3.368
H -2.345 -3.564 1.591
H -0.480 -4.011 -2.777
H -0.257 -2.645 -3.924
H 1.868 -4.172 -3.047
H 2.904 -3.618 -0.871
H 1.181 -4.085 -0.590
H 1.690 -2.329 -0.514
H 3.234 -2.405 -3.043
H -0.131 -0.617 -4.151
H 1.009 0.232 -2.988
H -1.626 1.756 -3.035
H -1.156 1.309 -4.713
H 1.382 2.221 -3.593
H 0.311 2.992 -4.863
H 0.751 4.684 -3.128
H -1.006 4.241 -3.052
H -0.933 3.112 -1.046
H 0.767 2.529 -1.265
H 0.140 4.659 0.578
H 0.349 5.606 -0.971
H 2.479 4.174 0.764
H 2.484 5.772 -0.119
H 5.473 -0.319 -1.853
F 2.019 0.822 -1.989

> Which of these has the highest energy above the lowest of the compared OMol25 structures with the same formula, charge and spin?

C4H9N3S

What did the eighth record say?
Here is 2 unconnected molecules or ions with the total composition C25H32BrFN5O3S at a distorted geometry from OMol25. Energies are from wB97M-V/def2-TZVPD.

Its spin multiplicity is 1. For the energy above the lowest of the compared OMol25 structures with the same formula, charge and spin, the calculation gives 3.133 eV. The charge is -1.

CARTESIAN COORDINATES (ANGSTROEM)
C -0.627 -2.385 6.480
C -2.151 -2.294 6.028
C -2.237 -2.914 4.565
C -3.529 -2.405 3.755
C -2.992 -1.654 2.481
C -2.389 -2.453 1.431
C -1.793 -1.878 0.173
N -1.244 -2.789 -0.729
C -0.733 -2.102 -1.778
C -0.021 -2.980 -2.885
C 1.523 -3.179 -2.613
C 1.838 -3.299 -1.054
O 2.310 -2.121 -3.169
C -0.764 -0.604 -1.993
C -0.116 0.046 -3.247
C -0.753 1.434 -3.659
C 0.346 2.600 -3.797
C 0.035 3.842 -2.875
C 0.108 3.445 -1.329
C 0.626 4.647 -0.437
C 2.195 4.681 -0.193
S 3.227 3.975 -1.549
C 3.941 2.405 -1.013
N 4.052 1.826 0.203
N 4.713 0.656 -0.059
C 4.942 0.540 -1.385
O 4.455 1.672 -2.045
N -1.323 0.237 -1.082
C -1.841 -0.419 0.030
C -2.495 0.392 1.095
O -2.563 1.806 0.900
C -1.416 2.355 1.409
N -0.632 2.764 2.147
C -3.075 -0.154 2.309
Br -3.906 0.918 3.699
H -0.119 -3.217 5.912
H -0.144 -1.395 6.238
H -0.536 -2.637 7.574
H -2.433 -1.206 6.004
H -2.861 -2.829 6.712
H -2.162 -4.038 4.565
H -1.319 -2.537 4.023
H -4.198 -1.768 4.390
H -4.046 -3.328 3.368
H -2.345 -3.564 1.591
H -0.480 -4.011 -2.777
H -0.257 -2.645 -3.924
H 1.868 -4.172 -3.047
H 2.904 -3.618 -0.871
H 1.181 -4.085 -0.590
H 1.690 -2.329 -0.514
H 3.234 -2.405 -3.043
H -0.131 -0.617 -4.151
H 1.009 0.232 -2.988
H -1.626 1.756 -3.035
H -1.156 1.309 -4.713
H 1.382 2.221 -3.593
H 0.311 2.992 -4.863
H 0.751 4.684 -3.128
H -1.006 4.241 -3.052
H -0.933 3.112 -1.046
H 0.767 2.529 -1.265
H 0.140 4.659 0.578
H 0.349 5.606 -0.971
H 2.479 4.174 0.764
H 2.484 5.772 -0.119
H 5.473 -0.319 -1.853
F 2.019 0.822 -1.989